Entry from the OMol25 dataset: a single C24H32N6O molecule at a distorted geometry (the ωB97M-V functional and the def2-TZVPD basis).

Output
- charge = 0
- SMILES = Cc1ccc2[nH]c(=O)c(CN(Cc3nnnn3C3CCCC3)C3CCCCC3)cc2c1
- relative energy (zero: lowest compared OMol25 entry of this formula, charge and spin) (kJ/mol) = 55.6
- max |F| (Eh/bohr) = 0.03353
- LUMO level (Eh) = -0.005
- HOMO energy (eV) = -8.480
- M (g/mol) = 420.6
- gap between HOMO and LUMO (eV) = 8.36

Positions of all 63 atoms, in Å:
1 C 5.8042 0.8050 1.2604
2 C 4.8030 0.3794 0.2316
3 C 3.5534 0.9568 0.1584
4 C 2.6201 0.5506 -0.8029
5 C 2.9726 -0.4643 -1.7106
6 C 4.2387 -1.0482 -1.6396
7 C 5.1328 -0.6293 -0.6822
8 H 6.1101 -1.0859 -0.6291
9 H 4.5057 -1.8281 -2.3378
10 N 2.0505 -0.8624 -2.6400
11 C 0.7649 -0.3821 -2.7594
12 O 0.0183 -0.8512 -3.6034
13 C 0.4080 0.6709 -1.8107
14 C 1.3075 1.1039 -0.8990
15 H 1.0329 1.8839 -0.2026
16 C -1.0087 1.1858 -1.8418
17 N -1.7920 0.4655 -0.8434
18 C -2.3908 -0.7604 -1.3549
19 C -2.5302 -1.7390 -0.2483
20 N -3.6463 -2.2038 0.2673
21 N -3.2959 -3.0220 1.2510
22 N -2.0366 -3.0827 1.3729
23 N -1.5003 -2.2875 0.4435
24 C -0.0857 -2.0980 0.2928
25 H 0.0418 -1.4665 -0.5871
26 C 0.6626 -3.4375 0.1283
27 C 1.5438 -3.5696 1.3710
28 C 1.8625 -2.1235 1.7373
29 H 2.6079 -1.7152 1.0521
30 H 2.2332 -2.0186 2.7553
31 C 0.5221 -1.4242 1.5359
32 H -0.1251 -1.6175 2.3928
33 H 0.6177 -0.3481 1.4005
34 H 0.9761 -4.0348 2.1768
35 H 2.4357 -4.1645 1.1824
36 H 1.2759 -3.4036 -0.7728
37 H -0.0358 -4.2678 0.0358
38 H -1.7436 -1.1760 -2.1312
39 H -3.3871 -0.6022 -1.7923
40 C -2.7197 1.2561 -0.0423
41 C -1.9637 2.1138 0.9751
42 C -2.9497 2.7902 1.9235
43 C -3.9390 3.6501 1.1424
44 C -4.6801 2.8068 0.1091
45 C -3.6934 2.1336 -0.8404
46 H -4.2354 1.5223 -1.5648
47 H -3.1432 2.8994 -1.3918
48 H -5.3697 3.4352 -0.4588
49 H -5.2678 2.0409 0.6198
50 H -4.6535 4.1091 1.8285
51 H -3.3995 4.4538 0.6350
52 H -3.4956 2.0259 2.4807
53 H -2.4070 3.4065 2.6438
54 H -1.2733 1.4796 1.5349
55 H -1.3798 2.8804 0.4611
56 H -3.3132 0.5261 0.5207
57 H -1.4183 1.0609 -2.8525
58 H -1.0015 2.2466 -1.5933
59 H 2.3105 -1.5857 -3.3009
60 H 3.2732 1.7348 0.8536
61 H 6.1017 -0.0446 1.8736
62 H 5.3945 1.5751 1.9081
63 H 6.6993 1.1957 0.7780